152
Properties=species:S:1:pos:R:3:forces:R:3 method="wB97M-V/def2-TZVPD" spin_multiplicity=1 total_energy_ev=-141186.4743 orbital_gap_ev=4.0 charge=-1
C 2.916 -5.947 2.276 0.20 -0.11 -0.48
C 1.813 -7.088 2.718 0.10 0.47 -0.40
C 0.815 -7.384 1.450 -0.63 -0.09 0.62
C -0.008 -6.035 0.922 1.03 -0.28 0.13
C -0.671 -5.167 2.146 -0.36 0.76 -0.38
C -1.289 -3.698 1.655 -0.99 -1.05 0.77
C -1.969 -3.002 3.003 -0.01 0.47 -1.22
C -0.903 -2.112 3.889 -0.71 0.74 -0.02
C -0.858 -2.544 5.474 -0.36 -0.06 -0.45
C 0.180 -3.763 5.829 -0.31 -0.45 0.93
C 1.161 -3.383 7.128 -0.16 -0.44 -0.28
C 2.740 -3.849 6.859 -0.49 0.12 -0.33
C 3.284 -3.001 5.524 -0.75 0.63 1.01
C 4.757 -2.324 5.756 0.55 -0.87 0.30
C 5.605 -2.004 4.391 0.30 -0.46 0.44
C 4.698 -1.781 3.043 1.17 0.68 -0.63
C 5.392 -0.586 2.102 -0.89 -1.34 0.21
C 6.401 -1.260 1.000 1.52 0.64 0.85
C 7.366 -0.142 0.214 -2.32 0.36 -0.56
C 7.309 -0.482 -1.418 -0.22 -0.39 0.45
C 5.833 -0.248 -2.089 -3.51 -0.56 -2.18
C 4.896 -1.604 -2.365 -2.07 3.34 -1.26
C 3.376 -1.501 -3.040 2.12 3.89 0.65
C 2.766 0.005 -3.437 2.82 0.36 0.85
C 1.245 0.219 -4.071 1.04 -0.17 1.44
C 3.669 1.379 -3.213 1.86 -4.70 1.47
C 5.177 1.183 -2.550 -2.03 -2.06 -0.40
P 6.716 1.648 0.557 2.07 -0.45 -3.01
O 7.408 2.758 -0.331 -1.58 -2.19 2.11
H 2.839 -5.731 1.109 0.22 -0.52 2.51
H 2.781 -4.911 2.812 0.23 -2.11 -0.96
H 3.990 -6.365 2.489 -2.00 1.04 -0.37
H 2.411 -8.072 3.004 -1.48 2.01 -0.51
H 1.189 -6.698 3.654 1.37 -1.05 -1.99
H 1.452 -7.868 0.579 -1.38 1.06 1.68
H -0.017 -8.162 1.791 1.82 1.45 -0.74
H 0.768 -5.364 0.315 -1.82 -1.29 1.34
H -0.813 -6.428 0.164 1.39 0.98 1.49
H -1.566 -5.749 2.653 1.82 1.01 -1.07
H 0.090 -4.911 3.006 -1.27 -0.69 -1.83
H -0.485 -3.024 1.135 -1.52 -1.27 1.11
H -2.192 -3.896 0.904 2.08 0.39 1.39
H -2.833 -2.286 2.615 1.84 -1.46 0.96
H -2.503 -3.849 3.616 1.19 1.61 -0.99
H -1.305 -0.989 3.844 0.90 -2.42 0.16
H 0.165 -2.074 3.371 -2.14 -0.37 1.25
H -1.941 -2.908 5.784 2.13 0.93 -0.70
H -0.639 -1.571 6.097 -0.21 -2.02 -1.08
H 0.809 -4.135 4.912 -1.14 1.03 1.69
H -0.476 -4.701 6.169 1.47 1.94 -0.83
H 1.089 -2.209 7.304 0.40 -2.51 -0.34
H 0.684 -3.923 8.068 1.19 1.17 -1.78
H 2.803 -5.019 6.648 -0.29 2.47 0.41
H 3.408 -3.665 7.811 -1.34 -0.12 -1.90
H 3.192 -3.694 4.585 0.51 1.46 1.74
H 2.499 -2.112 5.400 1.66 -1.91 -0.02
H 4.693 -1.353 6.431 -0.18 -2.02 -1.43
H 5.405 -3.106 6.377 -1.35 1.64 -1.16
H 6.321 -1.090 4.651 -1.64 -1.78 -0.85
H 6.338 -2.920 4.201 -1.59 1.93 0.32
H 3.594 -1.436 3.235 2.10 -1.01 -0.05
H 4.768 -2.780 2.411 -0.59 2.03 1.33
H 4.492 -0.051 1.551 2.05 -0.84 1.15
H 5.937 0.128 2.885 -1.11 -1.38 -2.08
H 7.170 -1.935 1.615 -1.69 1.13 -1.13
H 5.866 -1.984 0.253 0.50 1.45 1.42
H 7.520 -1.655 -1.483 -0.56 2.45 0.04
H 8.202 0.024 -2.009 -2.20 -0.71 1.15
H 5.280 -2.681 -2.105 -0.67 2.39 -0.51
H 2.695 -2.455 -3.250 1.70 2.26 0.58
H 1.257 0.692 -5.149 -0.01 -1.19 2.36
H 0.674 0.952 -3.323 1.14 -1.56 -1.78
H 0.717 -0.825 -4.006 0.83 2.04 -0.45
H 3.254 2.462 -3.486 1.02 -2.72 0.66
H 5.794 2.161 -2.367 -1.11 -2.14 -0.27
H 5.274 1.669 0.296 0.63 0.41 0.53
H 6.846 1.898 1.994 -0.23 -0.16 -1.03
O -4.233 -1.079 4.581 -1.27 0.49 -0.45
S -5.630 -0.733 4.412 0.33 0.17 0.25
O -6.256 -0.684 3.110 0.66 -0.05 0.83
O -5.926 0.667 5.191 -0.24 -1.45 -0.06
C -5.165 1.817 4.836 0.70 1.06 -0.52
C -5.583 2.367 3.484 -0.04 -0.16 -0.32
C -6.605 -1.794 5.449 -0.06 0.18 0.16
H -4.093 1.589 4.857 -0.16 -0.16 0.01
H -5.349 2.575 5.603 -0.16 -0.41 0.11
H -5.363 1.658 2.682 0.01 0.10 0.10
H -5.052 3.297 3.261 -0.08 -0.07 0.16
H -6.661 2.557 3.462 0.14 0.09 0.05
H -6.168 -1.820 6.449 -0.02 0.07 -0.14
H -6.592 -2.792 5.009 0.10 0.18 -0.08
H -7.628 -1.415 5.478 0.17 -0.05 -0.04
O -0.451 2.049 -5.835 -1.17 0.94 0.23
S -1.138 3.278 -5.493 0.49 0.13 0.00
O -2.033 3.366 -4.361 0.51 -0.43 -0.84
O -1.904 3.841 -6.816 0.75 0.23 0.65
C -2.852 2.999 -7.463 -0.78 -0.68 -0.24
C -4.131 2.874 -6.655 -0.11 -0.09 0.32
C 0.065 4.575 -5.342 -0.22 -0.02 -0.24
H -2.415 2.016 -7.667 0.09 0.14 0.12
H -3.083 3.457 -8.429 0.33 0.15 0.18
H -3.951 2.371 -5.702 -0.01 0.05 -0.14
H -4.882 2.296 -7.200 0.11 0.10 -0.06
H -4.540 3.864 -6.426 0.04 -0.12 -0.10
H 0.733 4.548 -6.204 -0.14 0.01 0.10
H 0.629 4.400 -4.425 -0.15 -0.13 -0.07
H -0.456 5.533 -5.280 0.11 -0.24 0.01
O 1.008 7.326 -6.189 -0.29 0.78 -1.02
S 0.245 8.135 -7.119 -0.10 0.34 0.11
O 0.477 8.089 -8.545 0.12 -0.15 1.15
O 0.288 9.687 -6.627 -0.74 -1.14 -0.18
C 1.555 10.316 -6.470 1.12 0.40 -0.10
C 2.198 10.620 -7.812 0.08 -0.15 -0.30
C -1.483 7.843 -6.836 -0.02 0.23 0.08
H 2.213 9.702 -5.846 -0.18 -0.06 -0.08
H 1.386 11.255 -5.934 -0.33 -0.27 0.01
H 2.434 9.702 -8.356 -0.01 0.12 0.10
H 3.130 11.178 -7.680 -0.14 0.00 0.09
H 1.518 11.204 -8.441 0.10 -0.02 0.14
H -1.689 7.905 -5.767 0.07 0.04 -0.12
H -1.716 6.842 -7.205 0.18 0.03 -0.01
H -2.061 8.585 -7.390 0.14 -0.08 0.07
O -7.892 2.865 7.219 -0.95 0.35 -0.76
S -9.021 2.772 6.315 -0.15 -0.32 0.10
O -9.228 3.724 5.246 0.41 -0.47 0.94
O -10.390 2.656 7.189 0.82 -0.55 -0.75
C -10.689 3.686 8.125 -0.17 0.97 0.54
C -11.125 4.964 7.430 0.09 0.22 -0.25
C -9.049 1.143 5.610 -0.31 -0.01 0.04
H -9.832 3.866 8.784 0.01 -0.11 -0.17
H -11.508 3.324 8.754 0.19 -0.29 -0.23
H -10.313 5.388 6.834 -0.10 -0.06 0.10
H -11.432 5.719 8.159 -0.01 -0.17 0.01
H -11.958 4.766 6.748 0.08 0.01 0.16
H -8.927 0.405 6.404 -0.02 0.18 -0.02
H -8.221 1.073 4.903 -0.06 0.18 0.15
H -9.996 1.002 5.086 0.09 0.09 0.12
O 5.378 -3.433 -7.844 -1.03 0.23 -0.95
S 4.249 -3.526 -8.748 -0.22 0.01 0.59
O 4.042 -2.574 -9.817 0.40 -0.54 0.81
O 2.879 -3.642 -7.874 0.96 -0.78 -1.08
C 2.581 -2.612 -6.938 -0.12 1.18 0.72
C 2.145 -1.334 -7.633 0.09 0.22 -0.23
C 4.221 -5.155 -9.453 -0.23 -0.09 0.09
H 3.438 -2.432 -6.279 -0.03 -0.08 -0.14
H 1.762 -2.974 -6.309 0.19 -0.29 -0.22
H 2.957 -0.910 -8.229 -0.08 -0.05 0.12
H 1.838 -0.579 -6.904 0.02 -0.21 0.00
H 1.312 -1.532 -8.315 0.05 0.00 0.14
H 4.342 -5.893 -8.659 -0.03 0.16 -0.05
H 5.049 -5.225 -10.160 -0.05 0.18 0.13
H 3.274 -5.296 -9.977 0.12 0.07 0.10